[1]
20
Properties=species:S:1:pos:R:3:forces:R:3:lowdin_charge:R:1 method="wB97M-V/def2-TZVPD" e_homo_ev=-12.66 homo_lumo_gap_ev=8.0 lumo_energy_ev=-4.677 total_charge=+1 spin_multiplicity=1
C 0.89439 -1.68210 1.64187 -0.3 0.1 0.2 -0.144
C 1.02625 -2.70887 0.82082 0.2 0.4 0.0 0.093
C 1.16076 0.61355 2.08456 -0.2 0.1 -0.5 0.160
N 1.03553 -0.31911 1.22981 0.1 -0.3 -0.4 0.022
H 0.63754 -1.78152 2.68921 0.0 -0.1 0.0 0.123
H 1.35332 -2.57166 -0.19739 -0.1 -0.1 -0.2 0.071
H 0.86706 -3.71029 1.18062 0.0 -0.1 0.0 0.083
H 1.26463 1.62488 1.71423 0.0 0.1 0.2 0.120
H 1.12772 0.37858 3.14021 0.1 0.1 0.1 0.119
H 0.95493 -0.12342 0.13015 0.2 -0.3 0.6 0.120
C -0.36748 0.98286 -1.53973 0.0 -0.2 0.0 -0.172
C -1.65230 0.95786 -1.22308 -0.4 0.2 -0.1 -0.213
N -2.42217 2.15429 -1.27696 -0.1 0.3 0.0 0.010
N 0.50236 -0.14831 -1.44864 0.1 0.1 0.3 0.009
H 0.13142 1.89645 -1.83295 -0.1 0.1 0.0 0.122
H -2.19247 0.05093 -0.95226 0.4 -0.3 0.0 0.111
H -2.81939 2.37371 -0.37582 0.1 0.1 0.4 0.072
H -3.24194 2.03939 -1.85841 0.1 -0.1 -0.3 0.079
H 1.19217 -0.14217 -2.18992 0.1 0.0 0.0 0.114
H 0.00341 -1.02999 -1.47693 -0.2 0.0 -0.2 0.099

***

[2]
43
Properties=species:S:1:pos:R:3:forces:R:3:lowdin_charge:R:1 method="wB97M-V/def2-TZVPD" e_homo_ev=-8.68 homo_lumo_gap_ev=8.6 lumo_energy_ev=-0.052 total_charge=0 spin_multiplicity=1
C -3.26623 2.43142 -1.69399 -0.2 -0.1 0.0 -0.062
C -1.85392 2.93589 -1.56995 -0.2 -0.2 0.0 -0.202
O -0.96972 1.78952 -1.51511 0.7 0.0 -0.2 -0.018
C 0.28538 2.14626 -1.17964 -0.1 1.9 0.6 -0.419
C 1.30022 1.04056 -1.37696 1.0 1.9 -0.6 -0.087
N 2.69510 1.57787 -0.91308 0.8 1.1 -0.2 -0.283
O 3.62288 1.40364 -1.72963 -1.7 0.4 1.7 0.070
O 2.77902 2.19173 0.15813 0.0 -1.8 -1.9 0.097
O 0.55714 3.27509 -0.82038 -0.1 -1.4 -0.6 0.131
H -3.91587 3.30169 -1.78295 -0.1 0.0 0.0 0.082
H -3.40948 1.80808 -2.58448 0.1 0.1 0.2 0.086
H -3.58430 1.87153 -0.80598 0.1 0.1 -0.2 0.065
H -1.55165 3.51601 -2.45092 -0.1 0.1 0.3 0.135
H -1.71056 3.52520 -0.65984 0.0 0.0 -0.3 0.130
H 1.41629 0.90496 -2.45726 0.2 0.3 0.2 0.160
Cl 6.23423 -3.07964 -1.34889 0.4 -0.3 0.0 0.677
C 4.65543 -2.42152 -1.18551 -0.9 0.3 0.3 -0.675
C 3.98279 -1.97488 -2.34067 0.0 0.0 0.7 -0.084
C 2.76609 -1.32050 -2.17071 0.3 -0.5 0.2 -0.045
C 2.20860 -1.14377 -0.89394 -0.1 -0.4 0.1 -0.184
C 0.95572 -0.27067 -0.78946 -0.5 -1.2 0.5 -0.227
C 0.25384 -0.20101 0.55432 0.3 0.1 0.0 -0.030
C -1.08402 -0.27112 0.59850 0.5 0.0 -0.4 -0.049
C -1.92861 -0.59524 1.72423 -0.7 0.0 1.3 -0.214
C -3.32815 -0.40339 1.63714 0.6 -0.1 0.2 -0.025
C -4.16510 -0.70087 2.70789 0.4 -0.1 0.2 -0.098
C -3.61392 -1.21954 3.89096 0.8 0.2 -1.2 -0.694
Cl -4.64005 -1.58528 5.20526 -0.3 -0.1 0.5 0.692
C -2.23726 -1.48083 3.97693 -0.2 0.3 -0.3 -0.091
C -1.39965 -1.15785 2.90449 -0.5 0.1 -0.1 -0.015
C 2.83286 -1.69506 0.22526 0.4 0.3 -0.4 -0.015
C 4.08545 -2.31797 0.09806 -0.2 0.1 -0.7 -0.080
H 4.42914 -2.10029 -3.33186 -0.1 0.1 0.5 0.113
H 2.26231 -0.92488 -3.05084 0.1 -0.1 0.2 0.121
H 0.22918 -0.68791 -1.49984 0.0 0.0 0.2 0.161
H 0.88397 -0.02381 1.43863 -0.4 -0.5 -0.2 0.127
H -1.62276 -0.05765 -0.32201 0.1 -0.6 -0.1 0.110
H -3.74104 -0.02388 0.70054 0.0 -0.1 0.3 0.103
H -5.23510 -0.52670 2.64121 0.2 -0.1 0.0 0.105
H -1.83584 -1.92051 4.88533 -0.1 0.1 -0.1 0.105
H -0.32705 -1.36108 2.94858 -0.4 0.0 0.1 0.113
H 2.36547 -1.56416 1.19897 0.3 -0.2 -0.1 0.105
H 4.61917 -2.68942 0.97946 -0.2 0.1 -0.5 0.110

***

[3]
49
Properties=species:S:1:pos:R:3:forces:R:3:lowdin_charge:R:1 method="wB97M-V/def2-TZVPD" e_homo_ev="-13.94 / -13.94" homo_lumo_gap_ev="5.4 / 5.4" lumo_energy_ev="-8.521 / -8.522" total_charge=+2 spin_multiplicity=1
W -1.22130 1.71571 1.19736 0.0 -0.1 0.0 1.801
C 2.36248 -0.45272 0.08310 0.0 0.0 0.0 0.029
C 1.11368 0.01298 0.74059 0.0 0.1 0.0 -0.221
N 0.35461 1.01086 0.22114 0.0 0.0 0.0 -0.199
O 0.68987 1.55549 -0.99101 0.0 0.0 0.0 0.018
C 0.55930 -0.44314 1.94840 0.0 0.0 0.0 -0.227
C 1.13384 -1.32658 2.99125 0.0 0.0 0.0 0.033
N -0.68880 0.05442 1.97307 0.0 0.0 0.1 -0.173
O -1.38759 0.82634 2.89093 0.0 0.0 -0.1 -0.142
H 3.14764 0.30632 0.13460 0.0 0.0 0.0 0.113
H 2.17808 -0.68290 -0.96736 0.0 0.0 0.0 0.109
H 2.73414 -1.34824 0.57417 0.0 0.0 0.0 0.102
H 1.60859 1.87709 -0.94569 0.0 0.0 0.0 0.142
H 0.86867 -2.36822 2.79515 0.0 0.0 0.0 0.117
H 0.73652 -1.05964 3.97010 0.0 0.0 0.0 0.107
H 2.21834 -1.24373 3.00979 0.0 0.0 0.0 0.103
B 1.10396 5.55265 0.40599 0.0 0.0 0.0 -0.305
C 0.17835 4.42877 0.69663 0.0 0.0 0.1 -0.102
N -0.55081 3.51604 0.93477 0.0 0.1 0.0 -0.055
H 1.96504 5.04378 -0.28065 0.0 0.0 0.0 0.064
H 0.44080 6.35882 -0.20438 0.0 0.0 0.0 0.078
H 1.47909 5.94810 1.48235 0.0 0.0 0.0 0.074
C -2.16629 -0.52387 -1.37927 0.0 0.0 0.0 0.035
C -3.14300 0.41672 -0.78603 0.0 0.0 0.0 -0.288
N -2.84479 1.43234 0.06436 0.0 0.0 0.0 -0.105
C -4.05672 2.07021 0.40378 0.0 0.0 0.0 -0.055
C -5.04477 1.42192 -0.22670 0.0 0.0 0.0 0.024
N -4.45460 0.40406 -0.96828 0.0 0.0 0.0 0.017
C -5.20370 -0.68226 -1.60450 0.0 0.0 0.0 -0.028
N -4.87330 -1.90969 -0.93316 0.0 0.0 0.0 -0.064
N -4.36680 -1.89011 0.33436 0.0 0.0 0.0 0.042
N -4.16967 -3.08743 0.72075 0.0 0.0 0.0 0.093
C -4.56355 -3.95112 -0.27892 0.0 0.0 0.0 -0.219
C -4.55567 -5.35023 -0.32611 0.0 0.0 0.0 0.007
C -5.01486 -5.93327 -1.48070 0.0 0.0 0.0 -0.052
C -5.47619 -5.15935 -2.56924 0.0 0.0 0.0 -0.048
C -5.49567 -3.78405 -2.53867 0.0 0.0 0.0 -0.005
C -5.02093 -3.19963 -1.36097 0.0 0.0 0.0 -0.170
H -1.29264 0.01641 -1.74093 0.0 0.0 0.0 0.086
H -2.60800 -1.05943 -2.21642 0.0 0.0 0.0 0.102
H -1.87052 -1.26103 -0.62899 0.0 0.0 0.0 0.099
H -4.10034 2.93935 1.04099 0.0 0.0 0.0 0.131
H -6.10860 1.58554 -0.22982 0.0 0.0 0.0 0.151
H -4.94587 -0.75480 -2.66198 0.0 0.0 0.0 0.153
H -6.26061 -0.42884 -1.51863 0.0 0.0 0.0 0.154
H -4.21183 -5.93345 0.51640 0.0 0.0 0.0 0.124
H -5.03584 -7.01072 -1.56520 0.0 0.0 0.0 0.117
H -5.83479 -5.66931 -3.45310 0.0 0.0 0.0 0.119
H -5.87078 -3.20748 -3.37353 0.0 0.0 0.0 0.114

***

[4]
13
Properties=species:S:1:pos:R:3:forces:R:3:lowdin_charge:R:1 method="wB97M-V/def2-TZVPD" e_homo_ev=-8.21 homo_lumo_gap_ev=9.4 lumo_energy_ev=1.178 total_charge=0 spin_multiplicity=1
N -0.19447 0.17475 -0.04471 -0.8 0.6 0.3 -0.343
C -0.35934 -1.19366 -0.55653 -0.5 1.1 1.1 -0.110
C -0.08413 0.29111 1.42706 -1.2 -1.5 -0.7 -0.110
C 0.87005 0.91804 -0.70108 -0.4 -0.5 0.0 -0.128
H -1.22954 -1.65159 -0.06030 0.3 0.1 -0.2 0.084
H 0.51318 -1.80270 -0.36230 0.5 -0.5 0.0 0.070
H -0.55427 -1.15882 -1.61727 0.0 0.0 -0.3 0.072
H 0.04685 1.31956 1.74319 0.1 0.1 -0.1 0.072
H -0.98885 -0.14671 1.95045 0.8 0.6 -0.8 0.094
H 0.73588 -0.33809 1.74360 0.7 0.0 0.6 0.065
H 1.82589 0.45115 -0.48460 0.7 -0.1 0.0 0.072
H 0.90199 1.94709 -0.33164 -0.1 -0.1 -0.2 0.079
H 0.72388 0.90006 -1.78816 0.0 0.1 0.2 0.082

***

It is found that the energy relative to the best compared isomer or geometry (same formula, charge and spin) values, taken in the order of the records, are 246.7 340.8 0.0 72.0 kJ/mol.